Entry 1:
77
Properties=species:S:1:pos:R:3:forces:R:3:lowdin_charge:R:1 method="wB97M-V/def2-TZVPD" largest_force_ev_per_a=1.3 lumo_energy_ev=-1.11 homo_energy_ha=-0.26060 relative_energy_kcal_mol=24.2
Pd -0.32244 0.30924 0.75226 0.2 0.3 0.7 0.2776
Br 3.99647 -3.81413 0.81470 -0.2 0.1 -0.1 0.7449
Se -1.90825 1.54203 2.04609 0.1 0.6 0.0 0.7626
Ge -1.19659 -0.34641 -1.60734 -0.2 -0.3 -0.6 0.9285
Ge 0.94666 2.22614 0.03946 -0.6 1.1 -0.4 0.9030
C 0.46081 5.15469 0.21607 0.1 -0.2 0.0 -0.1731
C -0.90357 1.53439 -2.25027 0.0 -0.5 0.1 -0.3013
C -4.58044 1.46183 3.59252 0.0 0.0 0.0 -0.1027
C -2.88930 -0.71899 -0.58543 0.3 0.0 -0.4 -0.3520
C -3.80677 -0.17162 5.32510 0.1 -0.1 0.1 -0.0211
C -0.98943 -1.70166 -3.07179 -0.2 0.3 -0.1 -0.3128
C -3.18333 -1.76240 7.17509 0.1 0.0 0.0 -0.0566
C 1.24070 -3.13884 0.55585 -0.2 0.0 0.0 -0.1147
C -1.17985 2.82126 -4.39982 0.0 -0.1 0.0 -0.0386
C -2.90843 1.31454 -3.72854 0.0 0.1 0.2 -0.0704
C -3.66030 1.67462 -4.83480 -0.1 0.0 -0.1 -0.0768
C -1.66195 1.88814 -3.47709 -0.1 0.1 -0.2 -0.2486
C 0.65358 3.91455 1.08822 0.0 -0.4 0.0 -0.3871
C -1.92781 3.18359 -5.50748 0.0 0.0 0.0 -0.0802
C -3.53145 0.55442 4.17273 0.0 0.1 -0.2 -0.3141
C 2.77768 -1.62831 -0.54006 0.2 -0.1 0.0 -0.1145
C 2.53086 -2.75634 0.22277 0.3 0.0 0.0 -0.6695
C -1.63971 -1.14740 5.27944 0.0 0.0 0.0 -0.0229
C 0.17879 -2.35350 0.13678 0.2 -0.2 -0.2 -0.1129
C 2.87740 2.40536 -0.51531 -0.2 -0.6 0.4 -0.3569
C -2.27103 0.43657 3.57356 0.3 -0.3 0.2 -0.5046
C 0.03601 -0.59729 3.51614 -0.1 -0.1 0.1 -0.0892
C 0.38754 -1.18825 -0.62033 0.3 0.1 -0.3 -0.4319
C -1.31950 -0.43389 4.13149 -0.2 0.1 0.0 -0.2988
C -1.89536 -1.73968 -4.30145 0.1 0.0 0.1 -0.1627
C 1.70579 -0.85384 -0.96022 -0.2 0.0 0.1 -0.1205
C -2.87417 -1.02165 5.90231 -0.1 0.0 0.0 -0.2777
C -3.17551 2.61648 -5.72827 0.0 0.0 0.0 -0.0892
C -3.87165 -1.65710 -1.29065 0.1 0.0 0.0 -0.1654
C 3.03997 3.09232 -1.86877 -0.1 0.0 0.0 -0.1734
C -0.09910 2.41437 -1.64450 0.2 -0.1 0.2 -0.2288
H -3.35352 0.23907 -0.36282 0.0 0.1 0.1 0.0356
H 0.34229 6.04241 0.84023 0.0 0.0 0.0 0.0686
H 0.61658 -1.37908 4.00653 0.0 0.0 0.0 0.0828
H 1.53082 4.03912 1.72930 0.0 0.0 0.0 0.0543
H -1.62069 -2.59070 -4.92890 -0.1 0.0 -0.1 0.0687
H -4.35609 -1.15951 -2.13296 0.0 -0.1 0.0 0.0554
H -3.30632 0.58400 -3.03188 0.0 0.0 0.0 0.0805
H -2.60967 -1.34390 8.00527 0.0 0.0 0.0 0.0805
H -1.04193 -2.66218 -2.54979 0.0 0.0 0.1 0.0605
H -4.24093 -1.68459 7.42384 0.0 0.0 0.0 0.0710
H -5.53753 1.31952 4.09271 0.0 0.0 0.0 0.0737
H -0.20293 3.77749 1.74661 0.0 0.0 0.0 -0.0126
H 3.79269 -1.35987 -0.80077 0.0 0.0 0.0 0.1051
H -0.06826 -0.87334 2.45176 0.2 -0.2 0.4 0.0120
H -0.19797 3.25610 -4.26293 0.0 0.0 0.1 0.1067
H -3.76069 2.90773 -6.59078 0.0 0.0 0.0 0.1011
H -0.02463 3.40390 -2.09802 -0.1 0.0 0.0 0.0524
H 4.09865 3.20307 -2.11161 0.0 0.0 0.0 0.0706
H 0.05119 -1.59167 -3.39100 0.0 0.0 0.0 0.0641
H -0.89789 -1.82012 5.69929 0.0 0.0 0.0 0.1157
H 3.37094 1.43112 -0.53107 0.0 0.1 0.0 0.0342
H 2.56664 2.51436 -2.66473 0.0 0.0 0.0 0.0608
H -4.62777 1.21796 -5.00267 0.0 0.0 0.0 0.1064
H 3.35863 2.98680 0.27370 0.0 0.0 0.0 0.0559
H 1.06448 -4.03020 1.14241 0.0 0.0 0.0 0.1067
H -2.92292 -2.81898 7.09638 0.0 0.0 0.0 0.0764
H 1.31847 5.32145 -0.43833 0.0 0.1 0.0 0.0520
H 1.88904 0.00889 -1.59112 0.0 0.0 0.0 0.0896
H -3.37420 -2.55140 -1.67288 -0.1 0.0 0.0 0.0603
H -2.60012 -1.14267 0.38051 0.0 0.0 0.0 0.0327
H -4.28299 2.50784 3.69991 0.0 0.0 -0.1 0.0752
H -4.78220 -0.06634 5.78865 0.0 0.0 0.0 0.1125
H -2.94623 -1.85054 -4.02856 0.0 0.0 -0.1 0.0539
H -1.79586 -0.83383 -4.89809 0.0 0.0 0.0 0.0581
H 2.59629 4.08812 -1.87026 0.0 0.0 -0.1 0.0528
H -0.43019 5.05984 -0.40603 0.0 0.1 0.0 0.0620
H -4.70818 1.26862 2.52555 0.0 0.0 0.0 0.0544
H -0.83078 -2.67396 0.37225 0.0 0.1 0.1 0.1109
H -4.65550 -1.97576 -0.60162 0.0 0.0 0.0 0.0709
H -1.53003 3.91150 -6.20346 0.0 0.0 0.0 0.1027
H 0.59235 0.34031 3.56444 0.1 0.0 -0.1 0.0774

Entry 2:
11
Properties=species:S:1:pos:R:3:forces:R:3:lowdin_charge:R:1 method="wB97M-V/def2-TZVPD" total_charge=+1 largest_force_ev_per_a=4.4 lumo_energy_ev=-4.56 homo_energy_ha=-0.55596 relative_energy_kcal_mol=138.2
N -1.54538 -0.39045 0.63188 2.8 1.3 -0.1 0.1420
N -1.12430 0.55083 -0.48247 -0.7 -1.7 -0.3 0.0830
N 1.26949 0.85448 0.29927 -1.3 -1.6 -0.2 0.1836
C 0.16425 0.12681 -0.02669 -3.9 1.7 0.9 -0.2904
C 1.34728 -0.63232 -0.00165 1.9 -1.7 -2.1 0.0044
H 1.37431 -1.39856 0.79224 0.2 0.6 -0.3 0.1401
H -1.71494 -1.26849 0.13453 0.3 -0.2 0.0 0.0758
H 1.87588 -0.91242 -0.98262 -0.6 0.6 1.7 0.1570
H 1.44033 1.27129 1.19847 0.2 0.0 0.5 0.1461
H -1.59796 0.36560 -1.35899 0.7 -0.5 -0.8 0.1869
H -1.48895 1.43324 -0.20396 0.5 1.4 0.6 0.1716

Entry 3:
25
Properties=species:S:1:pos:R:3:forces:R:3:lowdin_charge:R:1 method="wB97M-V/def2-TZVPD" largest_force_ev_per_a=2.2 lumo_energy_ev=0.68 homo_energy_ha=-0.33019 relative_energy_kcal_mol=22.4 smiles=CCN(C)C.O.O.O
O -3.83674 1.05390 0.17926 0.2 0.2 0.2 -0.0548
O 0.74388 -0.52057 2.40946 0.1 0.5 0.5 -0.0769
O 2.53483 1.16516 0.77593 0.0 0.2 0.1 -0.0492
N -0.08539 -0.10845 -0.30478 0.4 0.1 -0.8 -0.2857
C -0.76671 1.16711 -0.48033 -0.5 0.3 -0.8 -0.1121
C 1.89232 -1.37282 -1.22812 -0.2 -2.1 0.6 -0.0989
C -1.04456 -1.20075 -0.38161 0.0 -1.1 -0.5 -0.1128
C 0.89587 -0.27443 -1.41609 -0.4 0.9 0.6 -0.2704
H 2.26368 -1.51764 -0.20814 0.4 1.1 -0.1 0.0753
H 3.00515 1.92805 1.11736 0.2 0.2 -0.1 0.0382
H 2.06940 0.82857 1.55322 0.0 -0.3 0.0 0.0088
H -1.33508 1.21747 -1.42311 -0.3 -0.6 -0.1 0.0812
H -0.11732 2.02215 -0.65629 0.6 -0.2 0.9 0.0830
H 1.45525 -2.37930 -1.30792 -0.3 0.2 -0.7 0.0601
H -4.27099 0.49900 0.83377 -0.2 0.0 -0.3 0.0427
H -0.54101 -2.11695 -0.69646 0.4 -0.1 0.6 0.0700
H 1.44070 0.66484 -1.52400 -0.1 0.0 0.1 0.1022
H 0.27311 -0.39669 -2.30195 0.2 -0.2 -0.6 0.1135
H 2.70828 -1.36426 -1.94536 0.1 0.3 0.1 0.0764
H -1.50994 -1.39974 0.58101 -0.3 0.2 0.0 0.0848
H -4.25140 0.91497 -0.67596 -0.2 -0.2 0.2 0.0409
H 0.82618 -1.47242 2.46706 0.0 -0.1 -0.2 0.0362
H 0.46867 -0.29789 1.49896 -0.2 -0.3 -0.5 -0.0105
H -1.79152 -1.16905 -1.20097 -0.1 0.9 0.4 0.0919
H -1.49672 1.33125 0.30151 0.1 0.2 0.2 0.0664

Entry 4:
25
Properties=species:S:1:pos:R:3:forces:R:3:lowdin_charge:R:1 method="wB97M-V/def2-TZVPD" largest_force_ev_per_a=3.8 lumo_energy_ev=0.78 homo_energy_ha=-0.32500 relative_energy_kcal_mol=19.6 smiles=CN[Si@H](C)C(C)(C)C
Si 0.05552 -0.18632 -0.84930 2.4 1.9 -1.5 0.5559
N -1.60732 0.14423 -1.07557 2.3 -0.3 -0.7 -0.2023
C 0.63744 0.62768 0.79345 0.2 0.3 0.8 -0.6257
C -0.53299 0.40984 1.84222 3.1 1.0 -1.9 -0.0784
C 0.76351 2.16648 0.75653 -0.3 0.6 -0.6 -0.1287
C -2.41893 -0.65560 -1.90644 -0.3 -2.1 -1.4 -0.2095
C 0.68553 -1.95623 -1.01079 2.0 1.6 1.3 -0.2018
C 1.94797 -0.11775 1.27256 1.0 2.3 -1.5 -0.1015
H 0.69672 2.74230 1.74228 0.6 -1.2 -1.0 0.1005
H 1.83726 -1.94485 -1.09933 -1.9 0.1 -0.2 0.0711
H 0.77058 0.59456 -2.08946 -0.5 -0.9 1.3 0.0145
H -0.06922 0.75033 2.74985 -0.7 0.3 0.7 0.0793
H -2.00517 0.55519 -0.29010 -1.4 0.6 1.1 0.0305
H 2.87639 -0.07024 0.54109 -1.9 0.3 1.3 0.1168
H -3.38925 -0.18472 -1.90682 -0.7 -0.6 -0.1 0.0678
H 0.21211 -2.37443 -1.83811 -0.5 -1.1 -1.5 -0.0128
H -0.07939 2.61215 0.18218 0.4 -0.3 0.1 0.0730
H 2.28170 0.23755 2.26771 -0.2 -0.3 -0.4 0.0826
H -2.13575 -0.78559 -3.01562 0.2 0.9 1.5 0.0972
H -2.37796 -1.74447 -1.57285 -0.9 1.1 -0.2 0.0836
H -0.68005 -0.60932 1.82978 -1.2 -2.3 0.5 0.0456
H 1.65897 2.41023 0.17982 0.1 0.4 0.3 0.0679
H 1.66589 -1.12045 1.26636 -0.1 -1.9 0.6 0.0118
H 0.47269 -2.50735 -0.11961 -0.3 -0.7 0.5 0.0135
H -1.26622 1.00676 1.35017 -1.2 0.3 0.9 0.0493

Entry 5:
23
Properties=species:S:1:pos:R:3:forces:R:3:lowdin_charge:R:1 method="wB97M-V/def2-TZVPD" largest_force_ev_per_a=2.4 lumo_energy_ev=0.52 homo_energy_ha=-0.30765 relative_energy_kcal_mol=164.5
N 0.65126 1.19876 1.25337 -0.8 0.4 -0.4 0.0487
N -0.51449 -2.66527 -0.34853 0.2 -0.4 -0.2 -0.0086
N 2.54098 2.07295 -2.37504 1.6 -1.6 0.4 0.0096
C -1.57592 0.12955 0.72897 0.9 -1.8 1.3 -0.1576
C 2.12576 1.78151 -1.21270 1.2 1.0 0.3 -0.2163
C -1.10362 -1.10335 1.54681 0.6 -1.1 0.0 -0.2145
C -0.04887 -1.98049 0.84286 0.0 0.5 -0.3 -0.2991
C -0.63149 1.28347 1.09256 -1.7 -0.2 0.4 -0.2846
H -0.70250 -0.82213 2.52387 0.0 0.3 -0.1 0.1042
H -0.89589 -2.07835 -1.07372 0.0 0.1 0.1 0.0473
H 0.30668 1.38200 0.16628 0.9 -0.2 -0.2 0.0827
H 0.34661 -2.72089 1.53840 -0.1 -0.1 0.0 0.1086
H 0.21664 0.69058 -2.41073 -0.2 0.0 -0.1 0.0117
H -1.12952 -3.44879 -0.18445 -0.1 0.1 0.1 0.0621
H 3.15821 2.88530 -2.36160 -1.5 1.1 -0.4 0.0462
H 1.93694 2.54422 -0.44673 0.5 0.0 0.2 0.0570
H -2.60512 0.24907 1.06098 -0.1 0.9 -0.5 0.1038
H 2.16272 0.76085 -0.82335 -1.3 -0.3 -0.6 0.0589
H 0.79798 -1.35770 0.55623 0.1 0.0 0.0 0.0872
H -1.26521 2.18275 1.25187 0.5 0.5 0.3 0.1140
H -1.89678 -1.81386 1.78857 -0.5 0.3 -0.2 0.1005
H -1.51532 -0.14389 -0.32451 -0.2 0.3 -0.1 0.0886
H -0.35907 0.97373 -2.78942 0.0 -0.1 0.1 0.0499